DFT (ωB97M-V with the def2-TZVPD basis set) results for an isolated ion of composition C5H11N3O and charge +2 at a distorted geometry.

Properties
Energy relative to the best compared isomer or geometry (same formula, charge and spin) (kJ/mol): 574.2
HOMO-LUMO gap (alpha / beta) (eV): 8.1 / 7.4
HOMO (alpha / beta) (eV): -18.61 / -18.06
Structure (SMILES): CC(C)([O-])C(=[NH2+])[NH+]=C=[NH2+]
Total charge: +2
Total energy (eV): -11857.5668

XYZ file:
```
20
Properties=species:S:1:pos:R:3:forces:R:3:mulliken_charge:R:1
C -1.036 0.749 1.336 -2.590 -0.560 -0.949 -1.0924
C -0.612 0.599 -0.256 -1.671 -1.463 2.188 0.9948
C -1.798 0.660 -1.389 3.690 -0.180 0.989 -1.3392
O 0.333 1.482 -0.415 2.552 -0.060 -1.221 -0.4505
C -0.084 -0.885 -0.232 -1.633 1.037 -0.608 0.1039
N -0.963 -1.894 -0.356 2.666 3.933 -0.339 -0.1851
N 1.332 -0.939 -0.012 -2.443 -6.543 0.369 -0.0615
C 2.115 0.018 0.116 1.148 5.141 0.251 0.4315
N 3.239 0.526 0.432 0.706 1.110 -0.010 -0.3272
H -1.559 -0.086 1.821 -0.017 -0.201 -0.560 0.3762
H -1.738 1.611 1.537 1.152 -0.548 -0.734 0.3657
H -0.129 0.826 1.844 1.492 0.658 0.912 0.3556
H -2.569 0.169 -0.861 -1.665 0.261 0.015 0.3628
H -1.308 0.008 -2.106 -0.718 0.217 -0.860 0.4663
H -1.821 1.685 -1.755 -0.801 -0.193 0.199 0.4116
H -1.803 -1.641 -0.883 -0.012 -0.318 0.495 0.2828
H -0.825 -2.811 -0.050 0.328 -1.899 0.375 0.2339
H 1.696 -1.949 0.022 -0.257 1.473 0.026 0.3856
H 4.021 0.405 1.105 -0.767 -1.823 0.045 0.3334
H 3.510 1.468 0.101 -1.160 -0.042 -0.584 0.3518
```
Positions in Å, forces in eV/Å.



DFT (ωB97M-V with the def2-TZVPD basis set) results for one molecule with the formula C5H11N3O2 at a distorted geometry.

Properties
Energy relative to the best compared isomer or geometry (same formula, charge and spin) (kJ/mol): 250.6
HOMO-LUMO gap (eV): 10.3
HOMO (eV): -9.71
Structure (SMILES): [H]/N=C(\O)[C@H](C)NC(=O)NC
Total energy (eV): -13927.0802

XYZ file:
```
21
Properties=species:S:1:pos:R:3:forces:R:3:mulliken_charge:R:1
H 3.348 1.498 -1.686 -2.381 -3.601 -1.254 0.4038
N 2.611 0.511 -1.802 1.502 1.294 -0.365 -0.6592
C 2.317 0.431 -0.598 1.859 4.516 -0.821 0.3852
O 3.189 1.716 -0.052 -2.337 -2.426 1.977 -0.6320
C 1.214 -0.189 0.218 0.778 -0.308 0.721 0.2995
C 1.543 -1.659 0.488 0.094 -0.322 0.245 -1.4491
N -0.070 -0.056 -0.420 -0.021 0.555 -0.848 -0.2759
C -1.207 0.112 0.329 0.145 -0.619 1.289 0.5850
O -1.181 0.087 1.562 -0.025 0.180 -0.824 -0.6588
N -2.363 0.193 -0.373 -0.121 0.158 -0.677 -0.2217
C -3.651 0.178 0.281 -0.297 0.101 0.297 -0.7926
H 2.646 2.080 0.662 0.414 0.493 0.219 0.3049
H 1.166 0.356 1.172 -0.015 -0.263 -0.194 0.2898
H 0.823 -2.064 1.209 0.123 0.117 -0.217 0.3719
H 1.487 -2.242 -0.442 0.036 0.224 0.220 0.3267
H 2.550 -1.767 0.910 -0.200 0.035 -0.088 0.3769
H -0.097 0.124 -1.414 0.137 -0.110 0.174 0.2974
H -2.336 0.157 -1.381 0.008 -0.041 0.287 0.2161
H -3.791 -0.728 0.891 0.107 0.278 -0.175 0.2639
H -3.768 1.055 0.932 0.004 -0.261 -0.125 0.2511
H -4.431 0.207 -0.487 0.190 0.000 0.158 0.3170
```
Positions in Å, forces in eV/Å.



DFT (ωB97M-V with the def2-TZVPD basis set) results for a 2-piece molecular cluster, C5H11N3O2S overall.

Properties
Energy relative to the best compared isomer or geometry (same formula, charge and spin) (kJ/mol): 135.5
HOMO-LUMO gap (eV): 10.2
HOMO (eV): -9.57
Structure (SMILES): C=NS(C)(=O)=O.CN=C=NC
Total energy (eV): -24761.4181

XYZ file:
```
22
Properties=species:S:1:pos:R:3:forces:R:3:mulliken_charge:R:1
C 0.628 0.691 0.613 0.133 0.663 -0.369 -0.3260
N 1.721 0.084 0.825 0.813 -0.206 0.208 -0.4588
S 2.780 -0.056 -0.477 0.249 0.345 0.195 1.2043
C 4.063 1.094 0.077 -0.778 -0.534 -0.216 -0.9362
O 3.305 -1.391 -0.476 0.005 0.050 0.184 -0.6284
O 2.185 0.441 -1.690 -0.005 0.204 0.003 -0.6450
H -0.018 0.911 1.447 -0.088 -0.033 0.165 0.3508
H 0.403 1.137 -0.355 -0.115 0.019 -0.015 0.3388
H 3.613 2.078 0.113 -0.029 0.159 0.027 0.3058
H 4.383 0.770 1.057 0.089 -0.046 0.185 0.3334
H 4.881 1.073 -0.631 0.080 -0.123 -0.198 0.3484
C -0.234 -2.165 0.005 0.058 -0.566 -0.093 -0.8458
N -0.928 -0.921 0.094 -0.283 -0.105 0.363 -0.2744
C -1.993 -0.510 -0.320 0.356 0.317 -0.313 0.4890
N -2.844 0.155 -0.845 0.210 -0.077 -0.332 -0.3199
C -4.175 0.579 -0.594 -0.545 0.059 0.054 -0.6670
H 0.762 -2.015 0.423 -0.048 -0.173 -0.008 0.2571
H -0.753 -2.937 0.578 0.112 -0.019 -0.027 0.3133
H -0.129 -2.494 -1.032 -0.006 0.013 0.063 0.3549
H -4.789 -0.218 -0.169 -0.014 0.074 -0.019 0.2977
H -4.604 0.894 -1.546 -0.132 0.017 0.188 0.2366
H -4.175 1.431 0.090 -0.061 -0.038 -0.046 0.2713
```
Positions in Å, forces in eV/Å.



DFT (ωB97M-V with the def2-TZVPD basis set) results for C5H11N3O4PdS4 as an isolated structure at a distorted geometry.

Properties
Energy relative to the best compared isomer or geometry (same formula, charge and spin) (kJ/mol): 25.7
HOMO-LUMO gap (alpha / beta) (eV): 7.7 / 6.5
HOMO (alpha / beta) (eV): -7.71 / -9.06
Multiplicity: 5
Total energy (eV): -64841.6009

XYZ file:
```
28
Properties=species:S:1:pos:R:3:forces:R:3:mulliken_spin:R:1
Pd -0.310 0.833 0.563 0.978 -0.263 0.001 1.2526
O -2.741 0.568 0.682 -0.350 0.194 -0.124 0.0551
S -2.511 1.736 -0.224 0.006 -0.005 -0.087 -0.0516
O -3.674 2.411 -0.693 -0.001 -0.026 0.055 0.0467
O -1.597 1.241 -1.322 -0.273 0.035 0.135 0.3050
O -1.557 2.638 0.568 -0.155 -0.129 -0.133 0.3005
C 2.685 0.885 -3.061 -0.038 0.019 0.058 -0.0066
C 1.726 0.526 -1.951 0.075 -0.321 -0.274 0.1639
S 1.695 1.547 -0.621 -0.185 0.226 0.211 0.6350
C 0.976 -0.651 -2.072 0.232 0.079 -0.196 0.1201
C 1.149 -1.529 -3.287 0.008 0.046 0.017 0.0004
S -0.106 -1.209 -0.924 -0.212 0.132 0.148 0.8659
H 3.155 1.846 -2.871 -0.005 0.002 0.023 0.0005
H 2.158 0.943 -4.015 -0.002 0.011 0.000 0.0082
H 3.469 0.131 -3.165 -0.020 -0.006 0.018 0.0084
H 0.847 -0.991 -4.189 0.001 0.013 0.010 0.0105
H 0.540 -2.427 -3.217 -0.003 0.006 0.038 -0.0036
H 2.192 -1.824 -3.410 -0.001 -0.001 -0.005 0.0081
N -1.383 1.022 3.034 0.116 -0.114 0.123 0.0352
N -1.234 -0.272 3.535 -0.091 0.171 -0.085 0.0130
C -0.236 -1.061 3.128 0.044 -0.004 -0.002 0.0005
N -0.236 -2.313 3.602 0.099 -0.016 -0.005 0.0226
S 1.031 -0.558 2.096 -0.249 -0.039 0.168 0.2171
H -1.419 1.696 3.788 0.060 -0.013 -0.020 -0.0019
H -2.190 1.075 2.410 -0.048 -0.040 -0.005 -0.0032
H -1.991 -0.677 4.071 0.037 0.024 -0.070 0.0004
H -0.927 -2.649 4.251 0.007 0.009 0.006 -0.0010
H 0.489 -2.938 3.295 -0.032 0.013 -0.004 -0.0015
```
Positions in Å, forces in eV/Å.



DFT (ωB97M-V with the def2-TZVPD basis set) results for one molecule with the formula C5H11N3OS2 at a distorted geometry.

Properties
Energy relative to the best compared isomer or geometry (same formula, charge and spin) (kJ/mol): 519.8
HOMO-LUMO gap (eV): 8.4
HOMO (eV): -8.29
Structure (SMILES): CC(C)(/C=N/N)SC(=S)ON
Total energy (eV): -33546.6937

XYZ file:
```
22
Properties=species:S:1:pos:R:3:forces:R:3:mulliken_charge:R:1
C -0.505 -1.422 -1.429 0.679 0.500 -1.016 -1.4321
C -0.498 -0.881 -0.033 2.480 0.004 -0.721 1.5916
C -1.499 -1.574 0.843 2.606 -1.509 3.214 -1.4446
C -0.562 0.636 -0.141 -1.221 -1.626 -0.389 -1.4879
N -0.020 1.339 -1.045 -0.012 -2.980 -0.452 0.1792
N -0.422 2.573 -1.080 0.869 4.201 -2.722 -0.6934
S 1.305 -1.415 0.546 -0.438 0.515 0.214 -0.0650
C 2.252 0.082 0.151 -0.412 -1.948 -0.565 0.4148
S 3.324 0.055 -1.027 0.917 -0.019 -0.731 -0.2708
O 2.062 1.169 0.845 -0.091 0.999 1.144 -0.1531
N 1.036 1.136 1.810 -0.720 1.491 -0.187 -0.5293
H -1.547 -1.218 -1.733 0.627 -0.125 -0.977 0.3869
H -0.222 -2.464 -1.555 -0.497 -0.303 0.533 0.4042
H 0.347 -0.911 -1.966 -1.545 -0.087 -0.044 0.3249
H -1.330 -2.673 0.756 -0.159 0.640 -0.384 0.3944
H -2.525 -1.416 0.622 -0.863 0.642 0.049 0.3873
H -1.141 -1.477 1.975 -1.485 0.445 -2.080 0.2905
H -1.288 1.048 0.523 -0.665 0.747 0.508 0.5879
H 0.077 3.194 -1.815 -0.924 -1.689 1.914 0.2679
H -0.452 3.006 -0.190 -0.289 0.757 0.932 0.2310
H 1.321 0.593 2.581 0.942 -0.862 1.061 0.3100
H 0.287 0.621 1.363 0.200 0.208 0.699 0.3057
```
Positions in Å, forces in eV/Å.



DFT (ωB97M-V with the def2-TZVPD basis set) results for an isolated ion of composition C5H11N3P and charge +1 at a distorted geometry.

Properties
Energy relative to the best compared isomer or geometry (same formula, charge and spin) (kJ/mol): 39.1
HOMO-LUMO gap (eV): 7.2
HOMO (eV): -12.89
Structure (SMILES): [H]/P=N/C1=[N+](C)CCN1C
Total charge: +1
Total energy (eV): -19114.0637

XYZ file:
```
20
Properties=species:S:1:pos:R:3:forces:R:3:mulliken_charge:R:1
H -0.270 0.032 4.099 1.244 -0.354 -0.667 0.1294
P 0.850 -0.154 3.106 -1.563 0.089 0.698 0.1690
N -0.136 -0.436 1.899 0.718 0.751 0.117 -0.3101
C 0.015 -0.241 0.596 -0.571 0.843 -3.754 0.5055
N -0.673 -0.951 -0.344 1.059 2.670 0.551 0.0683
C -1.518 -2.074 -0.127 2.260 -0.228 1.609 -0.8799
C -0.483 -0.405 -1.692 1.361 -0.218 0.864 -0.6812
C 0.233 0.916 -1.413 -0.285 -0.271 -2.856 -0.6177
N 0.668 0.844 -0.071 -2.381 -3.532 3.020 0.1155
C 1.520 1.769 0.523 1.541 1.684 2.164 -1.0229
H -2.389 -1.986 -0.697 -1.535 0.150 -0.657 0.3163
H -1.673 -2.023 0.976 -0.288 -1.077 -0.883 0.3135
H -0.879 -2.870 -0.537 -0.867 -0.800 0.751 0.3343
H -1.379 -0.355 -2.273 -0.850 0.392 0.135 0.4339
H 0.163 -1.031 -2.261 0.616 -0.953 -0.345 0.2996
H 1.066 1.082 -2.090 0.508 -0.487 0.059 0.4120
H -0.441 1.658 -1.819 -0.507 1.222 1.381 0.3138
H 1.260 2.229 1.539 -0.786 -0.552 -1.267 0.3587
H 2.548 1.447 0.796 -0.376 -0.280 -0.998 0.3676
H 1.517 2.549 -0.211 0.703 0.952 0.079 0.3744
```
Positions in Å, forces in eV/Å.



DFT (ωB97M-V with the def2-TZVPD basis set) results for one molecule with the formula C5H11N3Si at a distorted geometry.

Properties
Energy relative to the best compared isomer or geometry (same formula, charge and spin) (kJ/mol): 481.7
HOMO-LUMO gap (alpha / beta) (eV): 7.6 / 7.6
HOMO (alpha / beta) (eV): -7.28 / -7.28
Total energy (eV): -17707.3544

XYZ file:
```
20
Properties=species:S:1:pos:R:3:forces:R:3:mulliken_charge:R:1
C 2.977 0.997 0.118 -1.066 -2.451 0.482 -0.1243
C 0.589 0.499 -0.243 -0.078 0.003 0.937 0.0936
C -0.883 -1.962 0.361 1.282 4.861 0.971 -1.0990
C -1.945 0.372 -1.766 0.337 -2.227 1.631 -1.1269
C -1.990 1.128 1.294 2.606 -1.126 1.775 -1.1412
N 1.671 0.780 0.099 -0.285 -0.890 -1.700 0.0268
N 3.951 0.095 0.126 3.354 -0.220 -0.010 0.0371
N 3.994 -1.148 -0.036 -4.126 0.273 0.119 -0.7356
Si -1.179 -0.020 -0.033 -0.723 -0.540 -0.131 0.4285
H 3.201 1.980 0.126 1.110 2.913 0.339 0.3636
H -0.338 -1.892 1.325 0.023 -0.753 -0.866 0.2803
H -1.763 -2.442 0.419 -3.233 -1.677 0.698 0.4228
H -0.432 -2.306 -0.514 1.606 -0.729 -0.986 0.3377
H -1.120 0.680 -2.380 0.096 -0.328 -0.727 0.3417
H -2.536 -0.530 -2.065 0.809 0.712 -0.359 0.3049
H -2.629 1.157 -1.684 -1.080 1.384 0.153 0.3579
H -2.410 0.591 2.169 0.372 0.044 -0.472 0.3170
H -1.285 1.905 1.727 -0.534 -1.052 -0.597 0.3222
H -2.771 1.665 0.903 -2.010 1.266 -1.297 0.3802
H 4.897 -1.548 0.053 1.539 0.538 0.040 0.2125
```
Positions in Å, forces in eV/Å.



DFT (ωB97M-V with the def2-TZVPD basis set) results for one molecule with the formula C5H11N3Si at a distorted geometry.

Properties
Energy relative to the best compared isomer or geometry (same formula, charge and spin) (kJ/mol): 325.3
HOMO-LUMO gap (eV): 9.8
HOMO (eV): -9.29
Total energy (eV): -17708.9756

XYZ file:
```
20
Properties=species:S:1:pos:R:3:forces:R:3:mulliken_charge:R:1
C 2.285 -0.008 -1.295 -3.511 0.096 -1.089 -0.0576
C 1.381 -0.659 -4.399 -0.568 -0.253 -0.656 -0.2580
C -1.311 -1.568 -0.492 3.216 -0.424 1.113 -1.0341
C -1.234 1.591 -0.651 1.353 0.117 4.186 -1.1176
C 0.181 0.009 1.879 -0.620 1.150 -1.479 -0.9539
N 1.031 -0.065 -1.172 0.580 -0.090 0.668 -0.4062
N 2.149 -0.361 -3.584 0.254 0.140 -0.227 0.0971
N 2.852 0.024 -2.548 4.293 0.074 -0.289 -0.1315
Si -0.298 0.034 -0.009 0.021 -1.031 -1.352 0.1699
H 3.011 0.088 -0.578 1.823 0.295 2.130 0.4719
H -2.293 -1.582 -0.067 -0.576 -0.438 -0.149 0.3338
H -1.175 -1.681 -1.538 -1.021 0.718 -1.447 0.3349
H -0.673 -2.522 -0.316 -1.133 1.369 0.973 0.2907
H -1.432 1.778 -1.627 -0.576 -0.416 -3.212 0.4312
H -2.150 1.652 -0.079 -0.573 -0.005 0.071 0.3287
H -0.712 2.528 -0.366 0.142 -0.467 0.246 0.3205
H 0.288 -1.018 2.235 0.232 0.329 0.011 0.2795
H 1.068 0.664 1.981 -0.217 -0.652 0.263 0.2948
H -0.644 0.525 2.398 0.254 -0.336 0.089 0.2960
H 3.955 0.019 -2.651 -3.375 -0.176 0.149 0.3100
```
Positions in Å, forces in eV/Å.



Please write out number 7 again, unchanged.
DFT (ωB97M-V with the def2-TZVPD basis set) results for one molecule with the formula C5H11N3Si at a distorted geometry.

Properties
Energy relative to the best compared isomer or geometry (same formula, charge and spin) (kJ/mol): 481.7
HOMO-LUMO gap (alpha / beta) (eV): 7.6 / 7.6
HOMO (alpha / beta) (eV): -7.28 / -7.28
Total energy (eV): -17707.3544

XYZ file:
```
20
Properties=species:S:1:pos:R:3:forces:R:3:mulliken_charge:R:1
C 2.977 0.997 0.118 -1.066 -2.451 0.482 -0.1243
C 0.589 0.499 -0.243 -0.078 0.003 0.937 0.0936
C -0.883 -1.962 0.361 1.282 4.861 0.971 -1.0990
C -1.945 0.372 -1.766 0.337 -2.227 1.631 -1.1269
C -1.990 1.128 1.294 2.606 -1.126 1.775 -1.1412
N 1.671 0.780 0.099 -0.285 -0.890 -1.700 0.0268
N 3.951 0.095 0.126 3.354 -0.220 -0.010 0.0371
N 3.994 -1.148 -0.036 -4.126 0.273 0.119 -0.7356
Si -1.179 -0.020 -0.033 -0.723 -0.540 -0.131 0.4285
H 3.201 1.980 0.126 1.110 2.913 0.339 0.3636
H -0.338 -1.892 1.325 0.023 -0.753 -0.866 0.2803
H -1.763 -2.442 0.419 -3.233 -1.677 0.698 0.4228
H -0.432 -2.306 -0.514 1.606 -0.729 -0.986 0.3377
H -1.120 0.680 -2.380 0.096 -0.328 -0.727 0.3417
H -2.536 -0.530 -2.065 0.809 0.712 -0.359 0.3049
H -2.629 1.157 -1.684 -1.080 1.384 0.153 0.3579
H -2.410 0.591 2.169 0.372 0.044 -0.472 0.3170
H -1.285 1.905 1.727 -0.534 -1.052 -0.597 0.3222
H -2.771 1.665 0.903 -2.010 1.266 -1.297 0.3802
H 4.897 -1.548 0.053 1.539 0.538 0.040 0.2125
```
Positions in Å, forces in eV/Å.